Molecular formula: C7H11NO3S
Method: DFT, wB97M-V/def2-TZVPD

The calculation puts the orbital gap at 9.7 eV. Its spin multiplicity is 1. The SMILES is CC1=CCC=C[C@]1(N)S(=O)(=O)O. As for the charge: 0. The value obtained for the energy above the lowest of the compared OMol25 structures with the same formula, charge and spin is 102.5 kcal per mole.

Geometry as XYZ:
```
23
Properties=species:S:1:pos:R:3:forces:R:3
C 0.984 -2.130 0.436 1.14 0.12 2.33
C 0.937 -0.648 0.327 -2.66 1.73 -3.02
C 1.560 0.346 0.942 3.07 -1.14 -0.11
C 1.370 1.836 0.815 -1.96 0.26 2.70
C 0.825 2.158 -0.517 -0.57 0.10 -0.88
C 0.079 1.360 -1.285 -0.85 -0.86 -0.16
C -0.384 -0.033 -0.885 1.44 -1.44 2.56
N -0.749 -0.915 -1.974 -1.17 -0.41 -0.66
S -1.894 -0.059 0.233 -1.50 3.74 -0.14
O -3.028 -0.377 -0.596 0.09 0.01 -0.25
O -2.028 1.155 1.056 0.70 -1.63 -0.80
O -1.765 -1.275 1.218 0.93 -0.73 0.24
H 0.592 -2.670 -0.425 0.18 0.10 0.08
H 0.328 -2.276 1.355 0.79 -0.61 -1.26
H 2.053 -2.467 0.725 -1.71 0.37 -0.62
H 2.629 0.051 1.307 -2.16 0.36 0.22
H 2.285 2.384 1.149 -0.69 -0.40 -0.77
H 0.538 2.175 1.672 1.90 -0.82 -2.15
H 1.010 3.116 -0.962 0.34 0.48 0.09
H -0.246 1.684 -2.299 0.24 -0.20 0.88
H -1.141 -1.848 -1.653 0.82 1.66 -0.29
H -1.567 -0.507 -2.558 1.88 -0.61 1.45
H -2.388 -1.060 1.918 -0.25 -0.07 0.57
```
Forces are in eV/Å.

Atomic partial charges in e from the natural (NBO) method, atoms 1 to 2: -0.6845 0.0928